DFT (ωB97M-V/def2-TZVPD) results for C30H39BCl2N5O4S3SiY as an isolated structure at a distorted geometry.

Geometry (Å):
Y  -12.82281  -16.39324  1.88829
C  -8.54833  -17.28268  -0.36841
C  -9.78984  -16.63317  0.22713
N  -10.13844  -16.68818  1.55554
N  -9.68560  -17.81545  2.17659
C  -10.41061  -18.94571  2.19908
N  -9.73483  -20.02118  2.66534
S  -11.98367  -18.94137  1.48634
C  -10.63541  -16.03306  -0.66156
C  -10.26220  -15.19704  -1.75069
C  -11.30748  -14.59780  -2.43737
C  -12.62794  -15.00666  -2.24809
C  -12.87201  -16.03771  -1.38462
N  -11.99095  -16.22697  -0.39405
H  -8.55356  -18.37732  -0.05377
H  -8.66809  -17.30198  -1.46053
H  -7.65464  -16.71788  -0.07265
H  -8.77949  -17.84014  2.63998
H  -8.90446  -19.85054  3.25530
H  -10.14571  -20.97751  2.55985
H  -9.17138  -14.88469  -1.80148
H  -11.11321  -13.85355  -3.15922
H  -13.41100  -14.46527  -2.85057
H  -13.68716  -16.77864  -1.46984
Cl  -14.46799  -15.15544  4.21138
C  -13.40920  -16.26135  5.15314
Cl  -11.68956  -16.46239  4.38644
H  -13.87629  -17.27285  5.16390
H  -13.38863  -15.88238  6.17782
C  -13.11709  -11.68192  -0.11506
Si  -12.66080  -12.20207  1.66729
C  -11.23027  -10.93813  1.86630
C  -14.01682  -11.59769  2.89112
C  -12.10119  -13.95052  2.01615
H  -13.48733  -10.69055  -0.12984
H  -13.92315  -12.25230  -0.57746
H  -12.21948  -11.62978  -0.73761
H  -10.33834  -11.34688  1.41592
H  -10.94648  -10.63760  2.93033
H  -11.47682  -10.01326  1.33012
H  -13.59158  -11.27584  3.81144
H  -14.53824  -12.53704  3.12163
H  -14.80074  -10.86248  2.55314
H  -11.84952  -13.81493  3.10950
H  -11.17097  -14.11848  1.49779
C  -17.51819  -7.94736  -0.17587
C  -18.53759  -8.57101  0.78959
C  -18.31544  -8.07416  2.22178
C  -19.88084  -8.01508  0.48671
C  -18.49088  -10.04384  0.77685
C  -19.52123  -10.80573  1.30511
C  -19.27497  -12.12028  1.76817
C  -18.06493  -12.68650  1.59964
O  -17.70261  -13.98598  1.83098
B  -16.48116  -14.16095  1.14629
O  -16.06898  -12.95047  0.59367
C  -17.12655  -12.03443  0.87035
C  -17.29991  -10.76017  0.43012
H  -17.41977  -6.87122  0.01484
H  -17.69061  -8.19102  -1.24343
H  -16.43731  -8.26844  -0.01154
H  -18.12382  -6.98904  2.26842
H  -17.38764  -8.48396  2.62645
H  -19.13248  -8.21731  2.86523
H  -19.88709  -6.92984  0.61634
H  -20.59642  -8.42056  1.19330
H  -20.29643  -8.26846  -0.49824
H  -20.48819  -10.39785  1.47582
H  -20.11586  -12.69800  2.04632
H  -16.62235  -10.34976  -0.26336
O  -14.83468  -18.83409  4.43055
S  -15.31860  -18.99974  3.04225
O  -14.76885  -20.15913  2.38414
N  -14.87160  -17.66184  2.16220
C  -15.97143  -17.11148  1.60928
S  -15.57284  -15.74291  0.69284
C  -17.24698  -17.61673  1.94554
C  -18.50505  -17.31470  1.51428
C  -19.60844  -18.02733  2.11241
C  -19.37300  -18.99948  3.05140
C  -18.09980  -19.43268  3.36767
C  -17.08085  -18.71738  2.86503
H  -18.68814  -16.38569  0.94885
H  -20.66013  -17.87213  1.70962
H  -20.23342  -19.45127  3.50577
H  -17.91182  -20.35999  3.89429

Values from the calculation:
E ... -114531.3315 eV
E_HOMO (spin up / spin down) ... -5.79 / -6.30 eV
M ... 828.58 g/mol
Relative energy (zero: lowest compared OMol25 entry of this formula, charge and spin) ... 74.9 kJ/mol